1.
43
Properties=species:S:1:pos:R:3:forces:R:3:mulliken_charge:R:1 method="wB97M-V/def2-TZVPD" gap_ev="4.49 / 8.15" s_squared=0.7590 homo_energy_ha="-0.2753 / -0.3967" lumo_energy_ha="-0.1101 / -0.0972" multiplicity=2 charge=+1 e_above_lowest_kj_mol=208.9
Sn 0.191299 -0.029827 0.167265 -1.350 1.631 -0.064 0.93
S 2.087170 -1.217752 0.927330 1.761 -1.573 0.029 -0.90
P 1.475791 1.828426 1.305094 -1.221 -0.851 0.296 -0.13
P -0.941740 -1.498770 1.913342 0.592 0.827 0.809 -0.06
O -1.527005 0.892826 0.621388 0.904 -0.954 -0.003 -0.69
N -0.691134 -1.401392 -1.195642 0.227 1.351 0.837 0.05
N 0.829954 0.845417 -1.624474 -0.565 -0.171 1.249 -0.09
N 4.614677 -1.281899 1.496578 -0.730 0.522 -0.136 -0.37
N 3.258800 -2.967162 2.403929 -0.693 0.444 -0.095 -0.37
C 1.909096 2.491290 -0.232493 0.598 1.134 -1.107 -0.72
C -0.104509 -1.251924 -2.514140 -0.313 -0.129 -0.216 -0.62
C -2.099820 -2.163514 0.678245 -0.336 -0.341 0.495 -0.65
C -2.256123 1.458735 -0.451924 0.733 -0.654 1.146 1.32
C 0.204229 0.245286 -2.785982 0.297 0.615 -0.221 -0.76
C -1.834673 2.896276 -0.470826 -0.629 0.489 -0.421 -1.35
C -3.667777 1.171154 -0.043933 -0.559 0.593 -0.522 -1.54
C 3.419470 -1.843749 1.699498 1.311 -0.956 -0.047 0.79
C 1.517848 1.982661 -1.483114 -0.211 -0.902 0.474 -0.07
C -1.671736 -2.115338 -0.765274 0.046 -0.075 -0.826 -0.30
H 2.296912 -3.306977 2.483586 0.833 0.111 -0.040 0.13
H 0.929867 0.346343 -3.597090 -0.418 -0.256 -0.451 0.55
H -2.240452 -2.644988 -1.526550 -0.045 -0.666 0.352 0.43
H 5.462960 -1.648866 1.853408 0.679 -0.205 0.301 0.19
H 4.615988 -0.428065 0.934372 0.155 -0.649 0.336 0.21
H 4.004330 -3.460951 2.828240 0.552 -0.418 0.433 0.19
H -3.030887 -1.614908 0.854146 -0.047 -0.364 -0.176 0.27
H -0.176219 -2.520699 2.571338 -0.953 0.473 -0.187 0.04
H -0.735866 0.782870 -3.021968 0.441 -0.292 -0.145 0.26
H -2.012054 0.951986 -1.406318 -0.229 0.228 0.176 -0.21
H -3.825863 1.508056 0.983864 -0.009 0.054 -0.155 0.33
H 1.758418 2.458266 -2.438539 0.324 0.388 0.442 0.47
H -2.069366 3.348168 0.494638 -0.070 0.041 -0.066 0.27
H -1.536762 -0.549103 2.820787 0.007 -1.252 -0.337 0.10
H 0.382661 2.383973 2.039387 0.971 0.526 -0.060 0.08
H -2.191407 -3.204277 1.000235 -0.643 -0.077 -0.378 0.60
H -0.768629 3.038366 -0.658109 -0.099 -0.213 -0.038 0.30
H -3.899862 0.106515 -0.100891 0.041 0.084 -0.107 0.27
H -2.395259 3.387837 -1.251293 -0.108 0.648 -0.263 0.42
H 2.516343 3.382285 -0.181175 -0.037 0.150 -0.528 0.41
H -0.846552 -1.633065 -3.221605 0.450 0.009 -0.382 0.36
H -4.307889 1.718523 -0.717546 -0.775 0.062 -0.102 0.44
H 2.513029 1.378444 2.163837 -0.409 0.589 -0.240 0.11
H 0.842743 -1.820474 -2.551618 -0.476 0.028 -0.060 0.32

***

2.
91
Properties=species:S:1:pos:R:3:forces:R:3:mulliken_charge:R:1 method="wB97M-V/def2-TZVPD" gap_ev="5.73 / 5.73" homo_energy_ha="-0.3602 / -0.3602" lumo_energy_ha="-0.1497 / -0.1496" charge=+1
Mo -0.080191 0.004055 -0.228479 0.059 0.007 0.359 1.32
Se -1.806318 0.986541 0.945504 -0.460 0.176 -0.279 -0.13
Si -2.521529 1.624275 3.096446 0.247 -0.092 0.146 0.28
N 1.578205 0.118612 1.022188 -0.001 -0.116 -0.260 -0.21
N -0.893920 -0.587832 -2.066199 0.278 -0.049 -0.022 -0.24
N 0.868902 1.496059 -1.338421 -0.008 -0.106 -0.013 -0.17
N -0.060493 -2.030283 0.214723 0.030 0.091 -0.058 -0.17
C 1.082339 -2.715775 4.612905 0.001 0.003 -0.005 0.13
C -0.866066 -4.173691 0.469372 0.008 -0.010 -0.001 -1.30
C 3.183904 1.054770 2.383085 -0.017 0.077 -0.032 -1.36
C -4.347690 1.831684 2.878183 0.003 -0.008 -0.031 -1.01
C -1.965819 -0.439784 -4.097844 0.006 0.025 0.012 -1.24
C -2.048454 2.885141 -4.721832 -0.005 -0.010 -0.002 0.25
C -0.886867 -2.993343 -0.337634 -0.038 -0.006 0.008 0.16
C 1.365603 -2.014122 2.231165 0.016 0.020 -0.016 1.93
C 4.718234 3.426352 0.280446 0.002 -0.001 -0.007 0.00
C -1.608025 -1.739727 -2.310530 -0.042 -0.033 0.028 0.14
C 0.433223 2.019405 -2.542944 -0.031 0.004 0.032 0.11
C 1.803018 -2.796726 3.426286 0.010 0.020 -0.009 -0.75
C 2.479258 2.307377 0.351251 -0.003 -0.033 0.008 1.81
C 2.873606 -0.153167 2.907570 -0.047 -0.055 0.018 -1.42
C -1.090291 0.209387 -3.173380 -0.009 0.069 0.001 0.00
C -2.387106 3.564046 -5.883617 0.001 -0.001 0.004 -0.88
C -0.027805 -3.937803 1.505958 -0.007 -0.030 -0.024 -1.41
C -4.616436 -5.143523 -1.908309 0.005 0.006 -0.001 -0.85
C 1.888739 -0.743000 2.053643 -0.021 -0.125 0.073 0.11
C 2.946035 4.460536 1.531929 -0.003 -0.001 0.013 -0.03
C -1.615247 3.202679 3.449456 -0.013 0.002 -0.002 -0.98
C -1.634164 -2.864642 -1.497004 0.054 -0.009 0.046 1.90
C 2.392468 1.218088 1.202286 0.062 0.151 -0.044 0.05
C -0.854386 2.174974 -4.649512 0.011 0.004 -0.004 -0.87
C -0.004011 2.146821 -5.750303 0.000 0.010 0.001 0.22
C 1.778725 2.410063 -0.843950 -0.056 0.001 0.000 0.21
C -2.288470 -1.642616 -3.563269 0.000 -0.004 0.029 -1.46
C 2.931161 -3.607328 3.363643 0.011 -0.006 0.003 -0.01
C -2.489048 -4.014628 -1.917745 -0.005 0.014 0.008 -0.98
C 3.334103 -4.329344 4.478274 -0.006 0.001 0.003 -0.79
C -0.345685 2.824041 -6.912159 -0.001 0.002 0.002 -0.85
C 1.485245 -3.438247 5.726583 -0.004 -0.002 0.014 -0.74
C 0.476125 -2.609361 1.349036 -0.053 0.032 0.001 0.13
C -1.963648 -5.024992 -2.715724 0.012 -0.019 -0.004 0.17
C 3.799878 5.495774 1.885456 0.001 0.002 -0.001 -0.71
C -2.043257 0.223419 4.215510 -0.031 0.007 0.020 -0.85
C -3.819182 -4.077452 -1.515984 -0.005 -0.006 -0.005 0.23
C 1.901327 3.513688 -1.742859 -0.013 -0.007 -0.038 -1.42
C -2.762120 -6.090026 -3.107651 -0.003 0.000 0.002 -0.83
C 5.571592 4.461333 0.635476 0.002 0.003 0.000 -0.76
C 3.401251 3.421474 0.727517 -0.008 -0.024 -0.015 -0.62
C -1.536580 3.533766 -6.979543 0.007 -0.004 -0.006 -0.36
C 2.611634 -4.245598 5.660365 0.012 -0.009 -0.009 -0.43
C 1.072109 3.274100 -2.787464 0.035 0.002 0.010 -1.28
C -0.494823 1.443195 -3.399248 0.046 0.002 0.042 1.84
C -4.088588 -6.150406 -2.704130 0.004 -0.001 -0.001 -0.35
C 5.113429 5.496727 1.438061 0.002 0.000 0.002 -0.42
H -1.917331 3.589339 4.426671 0.004 -0.003 -0.004 0.42
H 0.924231 1.590434 -5.695324 -0.006 0.003 0.000 0.48
H -2.915255 -2.411919 -3.983774 0.004 0.012 0.013 0.53
H 3.492933 -3.670933 2.439492 0.001 -0.001 0.000 0.50
H 1.919174 4.456990 1.878686 0.004 0.003 -0.005 0.52
H 4.213054 -4.957954 4.422748 -0.003 0.001 0.000 0.41
H -2.347393 -6.872741 -3.729081 -0.001 0.002 0.002 0.40
H -1.801703 4.061988 -7.885790 0.002 -0.002 0.003 0.40
H 0.202264 -2.085628 4.660971 -0.011 -0.005 0.001 0.39
H -0.960357 0.089584 4.223059 0.011 0.011 -0.013 0.06
H -1.839160 3.963100 2.700227 0.005 -0.007 0.004 0.33
H 3.899757 1.773943 2.745981 -0.008 0.002 -0.005 0.56
H -2.710431 2.905909 -3.864197 0.003 0.001 -0.003 0.47
H 5.779328 6.303537 1.714323 -0.004 -0.004 -0.002 0.38
H -4.789606 2.137382 3.830328 -0.003 0.002 -0.004 0.37
H -4.227766 -3.288711 -0.895432 0.001 -0.002 -0.003 0.50
H 3.438812 6.301957 2.510519 0.001 -0.003 -0.003 0.41
H 0.903269 3.888181 -3.656156 -0.006 0.009 0.005 0.52
H -1.422407 -5.070819 0.254332 -0.007 -0.001 0.007 0.51
H -0.927699 -4.974755 -3.029323 -0.003 0.000 0.000 0.50
H 0.919057 -3.370639 6.646299 0.001 -0.001 -0.002 0.41
H 6.595282 4.458375 0.284822 -0.004 0.000 0.001 0.41
H -3.316008 4.116963 -5.932278 0.004 -0.002 0.001 0.40
H 0.240334 -4.602821 2.310409 -0.013 0.006 -0.004 0.54
H 0.318632 2.795694 -7.765883 -0.004 0.000 0.004 0.40
H -4.575186 2.597870 2.136334 -0.001 0.001 0.008 0.32
H 3.283891 -0.622622 3.786530 -0.010 -0.001 -0.002 0.57
H -0.537010 3.036680 3.466438 -0.003 -0.006 0.000 0.25
H -2.508958 -0.710725 3.897929 0.012 0.005 -0.006 0.34
H -2.274605 -0.028281 -5.044598 -0.001 0.003 0.013 0.53
H -5.650417 -5.187077 -1.592380 0.002 0.000 -0.001 0.40
H 5.073063 2.616717 -0.346058 -0.001 0.002 0.001 0.50
H 2.926053 -4.809210 6.528656 0.000 0.001 -0.003 0.39
H 2.547117 4.361833 -1.586701 -0.011 0.004 0.001 0.53
H -4.710382 -6.981253 -3.010042 0.001 0.003 0.001 0.39
H -2.369143 0.435901 5.237744 0.008 0.000 -0.012 0.51
H -4.819325 0.898747 2.567935 0.000 0.003 0.009 0.32